73
Properties=species:S:1:pos:R:3:forces:R:3 method="wB97M-V/def2-TZVPD" charge=-2 lumo_ev="3.299 / 3.299" gap_ev="6.0 / 6.0" max_force_ev_per_a=4.69 relative_energy_kcal_mol=50.8
Sc 12.0510 16.4633 7.6232 -1.0 -0.2 0.4
Br 16.1106 12.9374 12.6545 0.0 0.1 0.2
C 14.8984 14.2251 11.9431 -0.4 0.7 1.1
C 15.3853 15.2576 11.1320 2.1 -2.2 0.4
C 14.5566 15.9182 10.3389 -3.0 0.9 0.1
C 13.1165 15.8728 10.5023 -0.7 -0.9 0.6
O 12.3174 16.5656 9.7674 0.9 -0.8 -0.1
C 12.6389 14.9876 11.5924 0.2 0.6 -0.4
C 11.3073 14.8553 12.1216 -2.3 1.1 -2.3
N 10.1926 15.2990 11.5489 4.6 -0.1 -0.6
C 9.0884 15.4642 12.2604 -2.7 1.0 2.3
C 8.8050 14.7499 13.4146 -0.2 0.2 -0.7
C 7.6626 15.0301 14.2032 -1.3 1.0 -0.2
C 6.6659 15.9236 13.7963 2.9 -1.2 -1.8
C 6.8125 16.5047 12.4925 1.0 0.7 0.4
C 5.7900 17.1877 11.8224 0.1 -0.1 0.6
C 6.0146 17.7283 10.5918 -1.6 0.4 -0.8
C 7.2779 17.7880 10.0921 3.4 0.1 0.7
N 8.3240 17.2401 10.7776 -0.6 0.6 -2.1
C 8.1155 16.5238 11.8620 -1.1 -2.0 0.1
C 13.5694 14.2232 12.3167 1.6 -0.3 -1.4
H 16.4729 15.3643 11.0483 -0.4 0.0 -0.2
H 14.8882 16.5564 9.5882 0.7 1.2 -1.1
H 11.2692 14.3058 13.0505 0.1 0.1 0.7
H 9.5537 13.9776 13.5972 -0.7 0.0 0.7
H 7.4834 14.5627 15.1529 0.3 -0.4 0.4
H 5.8481 16.2377 14.3519 -1.5 0.0 1.2
H 4.8378 17.3148 12.3026 -0.5 -0.2 0.1
H 5.2252 18.1186 9.9401 0.0 0.0 0.6
H 7.5604 18.3235 9.1606 -0.4 -0.6 0.9
H 13.3165 13.5274 13.0823 -0.7 -0.4 0.4
Br 8.8594 3.9764 11.8790 -0.1 0.4 0.3
C 9.6067 5.7446 11.6866 0.6 -0.5 -0.6
C 10.9791 5.7824 11.4121 0.4 -1.5 0.6
C 11.6121 6.9042 10.9282 -1.1 -0.7 0.8
C 10.7783 7.9690 10.7034 0.1 1.4 -0.1
C 9.3775 7.9553 10.9313 1.5 0.6 -0.1
C 8.7833 6.8448 11.4687 -0.4 -0.6 -0.7
N 11.5118 9.0612 10.2348 -2.3 3.0 -0.9
N 10.7274 10.1041 9.9973 1.3 -1.3 -0.2
C 11.2870 11.2142 9.3974 -0.5 -1.4 1.4
C 12.6678 11.1801 9.1625 0.9 0.8 -1.0
C 13.3125 12.2308 8.5261 -1.0 -0.3 -0.1
C 12.5364 13.3444 8.1980 0.7 3.2 -0.6
O 13.0159 14.4004 7.6059 -0.2 -0.9 0.7
C 11.1645 13.4499 8.5882 -2.3 0.5 0.6
N 10.5477 14.6516 8.3616 2.2 0.5 -0.5
C 9.2906 14.8333 8.5995 -0.4 -1.1 -0.4
C 8.5110 13.7106 8.8940 -0.9 -1.3 1.2
C 9.0232 12.4489 9.1703 1.0 0.4 0.2
C 10.4457 12.3728 9.1358 1.1 -0.8 -0.9
H 11.5822 4.8790 11.5844 -0.5 0.3 -0.1
H 12.6736 7.0248 10.7724 0.0 -0.2 -0.1
H 8.9167 8.8884 10.6463 -0.6 -0.1 0.2
H 7.6947 6.7551 11.5116 0.4 0.1 0.3
H 13.1925 10.2643 9.4341 -0.2 0.4 -0.1
H 14.3038 12.3258 8.1297 0.6 -0.6 0.4
H 8.8210 15.7877 8.4033 0.3 0.2 0.2
H 7.4677 13.8905 9.0427 -0.7 -0.1 -0.2
H 8.4805 11.5046 9.4140 0.1 1.3 -0.2
O 9.7417 19.2288 6.1262 0.0 -0.8 0.4
S 9.7866 18.0625 6.9965 2.9 -1.5 0.9
O 8.5371 17.7256 7.6610 -0.1 0.1 -1.1
O 10.8781 18.1754 8.1311 -0.9 0.0 -1.8
O 10.4196 16.7813 6.2777 -1.1 1.9 0.9
C 14.0828 18.5055 4.7009 -0.6 -0.4 -0.4
S 14.2010 17.1359 5.8519 -0.4 0.5 -0.7
O 13.0134 16.2820 5.5544 1.2 0.4 0.5
O 15.5132 16.5987 5.5614 -0.4 -0.2 0.7
O 13.9669 17.7018 7.2300 0.2 -0.9 -0.9
H 14.2071 18.0790 3.6630 0.5 0.5 1.2
H 14.8053 19.2774 5.0440 -0.5 -0.5 -0.6
H 13.0328 18.8189 4.7135 0.3 0.4 0.3



71
Properties=species:S:1:pos:R:3:forces:R:3 method="wB97M-V/def2-TZVPD" charge=0 lumo_ev=-1.309 gap_ev=5.8 max_force_ev_per_a=1.47 relative_energy_kcal_mol=0.0
Co -1.1389 -1.6865 0.1590 0.1 1.4 0.3
C -2.0858 -1.6572 3.1012 0.0 0.0 0.0
O -1.0465 -1.4978 2.1204 0.0 -0.2 0.2
C 0.2634 -1.5407 2.5881 0.0 0.0 0.0
C 0.6108 -1.4649 3.9211 0.0 0.0 0.0
C 1.9592 -1.5124 4.2543 0.0 0.0 0.0
C 2.9279 -1.6379 3.2701 0.0 0.0 0.0
C 2.5635 -1.7280 1.9365 0.0 0.0 0.0
C 1.2226 -1.6880 1.5976 -0.1 0.0 -0.1
N 0.7144 -1.8029 0.2774 0.2 -0.3 0.0
N 1.5742 -1.9699 -0.6334 -0.1 0.2 0.0
C 1.2337 -1.9969 -1.9284 0.1 -0.1 -0.1
C -0.0788 -1.7410 -2.3987 -0.1 0.1 0.0
O -1.0912 -1.5302 -1.6399 -0.1 -0.3 -0.4
C -0.3047 -1.6629 -3.8126 0.0 0.0 0.1
C 0.7063 -1.8710 -4.6797 0.0 0.0 0.0
C 2.0414 -2.1738 -4.2478 -0.1 0.0 -0.1
C 3.0685 -2.3998 -5.1789 0.0 0.0 0.0
C 4.3433 -2.6817 -4.7556 0.0 0.0 0.0
C 4.6165 -2.7407 -3.3832 0.0 0.0 0.0
C 3.6242 -2.5226 -2.4567 0.0 0.0 0.0
C 2.3153 -2.2353 -2.8731 -0.1 0.0 0.1
H -2.0753 -0.7967 3.7678 0.0 0.0 0.0
H -1.9306 -2.5848 3.6504 0.0 0.0 0.0
H -3.0234 -1.7035 2.5634 0.0 0.0 0.0
H -0.1346 -1.3653 4.6950 0.0 0.0 0.0
H 2.2465 -1.4468 5.2947 0.0 0.0 0.0
H 3.9743 -1.6659 3.5406 0.0 0.0 0.0
H 3.3004 -1.8250 1.1533 0.0 0.0 0.0
H -1.3080 -1.4298 -4.1403 0.0 0.0 0.0
H 0.5197 -1.8088 -5.7458 0.0 0.0 0.0
H 2.8382 -2.3466 -6.2362 0.0 0.0 0.0
H 5.1322 -2.8566 -5.4746 0.0 0.0 0.0
H 5.6213 -2.9609 -3.0465 0.0 0.0 0.0
H 3.8414 -2.5723 -1.3996 0.0 0.0 0.0
S -2.8015 6.0122 1.0462 0.1 0.0 0.0
C -1.6844 4.8176 0.7446 0.0 0.1 0.0
S -2.2129 3.1777 0.5200 -0.1 0.0 0.0
C -0.5678 2.6272 0.3276 -0.3 -0.2 0.1
N 0.2853 3.5890 0.3997 -0.1 0.0 0.0
N -0.3338 4.8168 0.6253 0.1 0.0 0.0
C 0.5804 5.9163 0.7255 0.0 0.0 0.0
C 1.9480 5.6326 0.7285 0.0 0.0 0.0
C 2.8679 6.6612 0.8236 0.0 0.0 0.0
C 2.4520 7.9822 0.9141 0.0 0.0 0.0
C 1.0961 8.2570 0.9039 0.0 0.0 0.0
C 0.1563 7.2389 0.8100 0.0 0.0 0.0
S -0.1962 0.9701 0.0558 0.4 -0.2 -0.1
H 2.2769 4.6093 0.6547 0.0 0.0 0.0
H 3.9235 6.4213 0.8254 0.0 0.0 0.0
H 3.1758 8.7830 0.9890 0.0 0.0 0.0
H 0.7473 9.2797 0.9684 0.0 0.0 0.0
H -0.8923 7.4757 0.8005 0.0 0.0 0.0
F -2.5636 -3.7128 1.1299 0.0 0.0 0.0
C -1.5044 -3.5432 0.2699 -0.1 -0.4 -0.2
F -1.9161 -4.0098 -0.9454 0.0 -0.1 0.0
C -0.4651 -4.5807 0.7564 -0.1 0.0 0.0
F -0.1238 -4.3403 2.0282 0.0 0.0 0.0
F 0.6367 -4.5782 0.0087 0.0 0.0 0.0
F -0.9923 -5.8076 0.7007 0.0 0.0 0.0
Br -7.4380 0.3890 -0.1948 0.0 0.0 0.0
C -5.6695 -0.2331 -0.1062 0.0 0.0 0.0
C -4.7168 0.4742 0.6039 0.0 0.0 0.0
C -3.4308 -0.0282 0.6468 0.0 -0.1 0.0
N -3.0732 -1.1661 0.0361 -0.1 -0.1 0.2
C -4.0017 -1.8285 -0.6621 0.1 0.0 -0.1
C -5.3106 -1.4015 -0.7580 0.0 0.0 0.0
H -4.9510 1.4021 1.1053 0.0 0.0 0.0
H -2.6378 0.4911 1.1675 0.0 0.0 0.0
H -3.6779 -2.7199 -1.1763 0.0 0.0 0.0
H -6.0264 -1.9692 -1.3332 0.0 0.0 0.0



59
Properties=species:S:1:pos:R:3:forces:R:3 method="wB97M-V/def2-TZVPD" charge=+2 lumo_ev="-8.841 / -8.839" gap_ev="6.0 / 6.0" max_force_ev_per_a=0.31 relative_energy_kcal_mol=0.0
Pt 0.1936 0.0730 -1.6200 -0.1 0.2 -0.2
O 1.2667 -3.6093 -2.7300 0.0 0.0 0.0
C 0.6559 -2.6325 -2.4326 0.0 0.1 0.0
O 1.1168 -1.3835 -2.5806 0.0 -0.2 0.1
C -0.7353 -2.6452 -1.8602 0.1 -0.1 -0.1
C -1.4797 -3.8095 -1.7250 -0.1 0.0 0.0
C -2.7669 -3.6959 -1.2647 0.1 0.0 0.0
C -3.3164 -2.4254 -1.0001 0.0 0.0 0.0
C -4.6687 -2.2632 -0.6074 0.0 0.0 0.0
C -5.1945 -1.0174 -0.4360 0.0 0.0 0.0
C -4.3910 0.1226 -0.6580 0.0 0.0 0.0
C -3.0767 0.0072 -1.0167 0.0 0.0 0.1
C -2.5098 -1.2728 -1.1760 -0.1 0.0 0.0
N -1.2049 -1.4447 -1.5554 0.1 0.1 0.0
H -1.0206 -4.7511 -1.9923 0.0 0.0 0.0
H -3.3844 -4.5752 -1.1288 0.0 0.0 0.0
H -5.2768 -3.1483 -0.4719 0.0 0.0 0.0
H -6.2305 -0.8945 -0.1529 0.0 0.0 0.0
H -4.8280 1.1068 -0.5525 0.0 0.0 0.0
H -2.4809 0.8931 -1.1977 0.0 0.0 0.0
C -1.4921 -1.5004 3.8537 0.0 0.0 0.0
C -2.0962 -0.6375 2.9443 0.0 0.0 0.0
C -1.3576 -0.1044 1.9052 0.0 0.1 0.0
C -0.0108 -0.4479 1.7665 0.2 -0.1 0.1
C 0.6005 -1.3039 2.6885 0.0 -0.1 0.0
C -0.1488 -1.8252 3.7315 0.0 0.0 0.0
P 0.9779 0.3351 0.5171 0.1 0.2 0.0
C 2.5991 -0.3795 0.3446 -0.1 -0.1 0.1
C 2.7044 -1.7649 0.1668 0.0 0.0 0.0
C 3.9394 -2.3293 -0.0844 0.0 0.0 0.0
C 5.0671 -1.5181 -0.1618 0.0 0.0 0.0
C 4.9629 -0.1442 0.0080 0.0 0.0 0.0
C 3.7290 0.4350 0.2544 0.0 0.0 0.0
C 1.0926 2.1097 0.7627 -0.1 0.0 -0.2
C 1.4773 2.8034 1.8867 0.0 0.0 0.0
C 1.6047 4.2029 1.8091 0.0 0.0 0.1
C 1.3598 4.8716 0.6367 0.0 0.1 -0.1
C 0.9366 4.1731 -0.5168 -0.1 -0.1 0.0
C 0.6164 4.7891 -1.7526 0.1 0.1 0.1
C 0.1501 4.0634 -2.8296 -0.1 0.0 -0.1
C -0.0468 2.6872 -2.7170 0.0 0.0 0.0
C 0.2923 2.0172 -1.5298 -0.1 -0.2 -0.2
C 0.7864 2.7790 -0.4261 0.1 0.0 0.2
H -2.0706 -1.9123 4.6698 0.0 0.0 0.0
H -3.1389 -0.3727 3.0565 0.0 0.0 0.0
H -1.8203 0.5907 1.2189 0.0 0.0 -0.1
H 1.6481 -1.5577 2.6002 0.0 0.0 0.0
H 0.3194 -2.4838 4.4499 0.0 0.0 0.0
H 1.8273 -2.4003 0.2251 0.0 0.0 0.0
H 4.0254 -3.3979 -0.2247 0.0 0.0 0.0
H 6.0337 -1.9620 -0.3581 0.0 0.0 0.0
H 5.8442 0.4791 -0.0520 0.0 0.0 0.0
H 3.6539 1.5072 0.3805 0.0 0.0 0.0
H 1.6901 2.2934 2.8183 0.0 0.0 0.0
H 1.9094 4.7527 2.6886 0.0 0.0 0.0
H 1.4811 5.9467 0.5917 0.0 0.0 0.0
H 0.7346 5.8624 -1.8477 0.0 0.0 0.0
H -0.0858 4.5656 -3.7573 0.0 0.0 0.0
H -0.4638 2.1429 -3.5588 0.0 0.0 0.0